1.
Molecular formula: CH7N2O
Method: DFT, wB97M-V/def2-TZVPD

Results
Molecular weight, g mol⁻¹: 63.08
ΔE to the lowest compared entry with this formula, charge and spin, kcal per mole: 16.4
Total charge: -1
Gap between HOMO and LUMO, Eh: 0.207

```
11
Properties=species:S:1:pos:R:3:forces:R:3
H 2.161381 0.646429 -0.349109 0.071 -0.079 -0.389
N 2.246256 0.535118 -1.359529 -0.127 0.799 -0.041
H 2.711700 1.350378 -1.754316 -0.238 -0.051 0.297
H -1.695804 -1.301345 -0.371910 0.273 -0.051 0.008
O -1.576682 -1.092697 2.049454 -0.093 0.086 -0.303
H -2.646586 0.388216 1.096493 0.152 -0.063 -0.180
N -1.232729 -0.412156 -0.199715 0.138 0.417 -0.857
H 2.839509 -0.236685 -1.575590 0.323 -0.681 0.130
H -0.225705 -0.567208 -0.237874 -0.311 -0.231 0.065
C -1.619435 -0.069691 1.168158 -0.298 -0.397 1.820
H -0.961910 0.759643 1.533936 0.111 0.250 -0.548
```
Positions in Å, forces in eV/Å.

=====

2.
Molecular formula: C13H50F6O12P
Method: DFT, wB97M-V/def2-TZVPD

Results
Molecular weight, g mol⁻¹: 543.49
ΔE to the lowest compared entry with this formula, charge and spin, kcal per mole: 56.2
Total charge: -1
Gap between HOMO and LUMO, Eh: 0.366

```
82
Properties=species:S:1:pos:R:3:forces:R:3
F 1.455715 1.726181 1.046506 -0.489 -0.851 -0.123
F 0.811862 -0.309871 1.938212 -0.527 0.393 -0.678
H -0.701073 -2.664339 -4.083773 -0.263 0.070 0.122
F -0.659363 1.470722 1.917054 -0.299 -0.386 -0.245
O 3.623372 1.833674 4.708821 0.241 -0.102 0.286
H -5.914432 -3.411767 -2.621919 0.601 0.105 -0.835
H 1.216763 0.778414 -6.903156 0.401 -0.371 -0.009
O -3.268935 -5.549111 3.278402 -0.376 0.365 -0.186
H -0.815674 6.956430 7.017770 -0.471 0.178 -0.134
C -3.101482 -6.899525 1.314656 -0.347 -0.530 -0.028
H 1.191446 1.314560 -5.200370 0.246 -0.409 0.049
H 6.080618 3.566433 -2.517900 0.003 0.022 -0.070
H 4.097007 -1.031788 -2.039672 -0.251 0.086 0.252
C -5.892967 -1.298368 -3.270929 1.655 -1.291 0.098
H 5.313526 6.074991 -2.745127 1.182 -0.295 -0.250
H 5.427915 3.501793 -0.885509 -0.176 0.273 0.004
H 0.831464 -3.157594 -4.601124 0.331 -0.517 0.146
C 5.888077 4.158894 -1.623459 0.250 0.836 -0.504
O 3.467208 -5.181239 2.725234 0.459 -0.292 0.308
O 1.464444 5.937886 4.885976 1.057 -0.586 0.403
H 3.292646 1.529693 3.863581 -0.194 -0.130 -0.314
O -6.548913 -0.170974 -2.877954 -1.785 1.906 0.483
H 0.508365 7.809547 6.267446 0.253 -0.300 -0.112
H 0.787775 5.082350 6.633143 0.165 0.383 0.063
H -2.321322 2.906129 -3.772858 0.177 -0.176 0.278
H -3.219449 -6.953565 0.232414 -0.340 0.353 -0.092
H 3.635710 1.662306 -6.524597 0.003 -0.073 0.000
C 5.026137 5.391322 -1.946307 -0.911 -1.440 -1.531
H 1.889820 -6.495985 2.669313 -0.103 0.158 0.261
H 1.144373 6.238627 4.032321 -0.317 -0.123 -0.029
H 0.063652 -4.300403 -2.568291 0.176 -0.681 0.473
H 1.643294 2.418841 -6.433773 -0.135 0.086 -0.179
H 4.538723 -0.765231 -3.462951 -0.108 0.153 -0.231
O 0.724385 5.929204 0.798069 -0.127 0.357 0.188
H -0.278945 4.999355 5.242935 -0.521 -0.018 0.407
H -2.620876 -4.891752 1.413161 0.018 0.611 0.264
H -0.596178 -3.732418 -5.455714 0.013 -0.269 -0.014
O 4.846268 -1.119959 -2.628792 0.295 -0.185 -0.021
H -2.089091 -7.278679 1.453971 0.000 0.179 0.594
H -1.915132 -0.009473 6.455369 -0.085 0.273 0.271
F -1.012454 -0.367892 0.478745 -0.326 0.711 0.446
C -0.179723 -3.541670 -4.466627 -0.810 1.082 -0.221
H 5.417535 6.834248 -0.835172 -0.134 0.147 0.514
H 3.944988 -4.744128 2.016535 -0.262 0.033 -0.021
H 1.478156 -4.719479 2.761167 -0.304 -0.278 0.056
C -3.383653 -5.516497 1.877870 1.220 -0.977 -1.630
H 1.443624 5.922919 0.166492 0.262 -0.033 -0.107
H -6.131252 0.568808 -3.325030 -0.114 0.183 0.176
O 4.739061 6.155093 -0.841269 -0.053 1.084 1.382
H 6.842870 4.514591 -1.236227 0.152 -0.198 0.101
H 3.304088 2.733078 4.782070 -0.119 0.251 -0.028
H -6.851756 -2.468517 -1.716110 -0.446 0.772 0.003
H -0.834052 7.286344 5.234979 -0.206 0.246 0.238
H -3.122315 3.286563 -4.999864 -0.098 -0.054 -0.195
H 2.041552 -5.468719 1.258983 -0.181 0.016 -0.090
H -3.272732 -4.623292 3.532271 0.040 0.091 0.505
F 1.025539 -0.124058 -0.387773 0.096 0.647 0.632
C -6.553377 -2.539859 -2.762048 -0.672 -1.175 0.696
H -2.150531 -0.791596 4.206323 0.278 0.124 0.075
F -0.318648 1.764414 -0.351172 -0.457 -0.765 0.318
C 1.730344 1.371086 -6.146147 0.672 0.986 0.386
C 2.133778 -5.484359 2.344963 0.377 0.380 -0.510
C -0.335061 -4.702327 -3.499735 0.530 1.653 -0.913
C 0.392341 5.656787 5.795431 0.457 1.009 -1.528
O -2.719613 3.656354 -4.214161 -0.062 0.224 -0.058
O 0.326644 -5.808600 -4.046219 -0.091 -1.292 0.382
H -5.798337 -1.291986 -4.356801 0.269 -0.408 -0.181
P 0.175531 0.684437 0.782362 2.024 0.268 -0.357
H -0.906960 -1.335237 6.152775 -0.084 -0.675 -0.408
H 1.246131 -5.608717 -4.236474 -0.023 0.271 0.126
H -1.390288 -4.932576 -3.352792 0.140 -0.292 -0.077
C -0.228217 7.023282 6.102085 -0.385 -0.845 0.620
H -2.489709 -1.558369 6.977427 -0.100 -0.365 -0.440
H -3.833989 -7.576664 1.753993 0.184 -0.353 0.002
H -4.919833 -1.250700 -2.782211 0.612 -0.297 -0.442
O 3.142954 1.086286 -5.935534 -1.162 -0.255 -0.199
H -4.342201 -5.219359 1.452446 -0.376 0.310 0.584
H 4.082896 5.065675 -2.384897 -0.366 -0.440 0.356
O -2.678153 -1.124393 4.936030 -0.079 -0.868 0.435
H -7.406681 -2.879745 -3.348943 -0.117 0.208 0.019
H 0.326102 5.062596 0.716852 -0.099 -0.389 0.012
C -1.961330 -1.059134 6.165226 0.106 1.505 -0.024
```
Positions in Å, forces in eV/Å.